1.
33
Properties=species:S:1:pos:R:3:forces:R:3:mulliken_charge:R:1 method="wB97M-V/def2-TZVPD" spin_multiplicity=1 mol_weight_da=287.348 lumo_energy_ev=-1.034 e_homo_ev=-7.12 de_lowest_kcal_mol=83.0 charge=0
O 2.6913 0.7023 -0.5086 0.6125 2.2407 1.0368 -0.74
N -1.8662 -4.5848 0.7403 0.4126 -0.9264 -0.6890 -0.27
N -1.2193 -5.2600 -0.1167 -1.2373 1.0129 1.5001 -0.35
S -1.5891 -2.8705 0.7230 0.2466 -0.9623 -0.3562 0.09
C 2.0492 -0.2816 -0.7426 0.1981 -0.8260 -1.0055 0.50
C 0.1088 -5.0082 -2.1489 -0.9733 1.8163 2.2991 -1.03
C -1.0672 3.6057 1.3015 -1.1941 -3.0715 -1.1621 -0.99
C -0.4087 -4.4878 -0.9413 1.4649 0.0889 -3.2469 0.29
C -0.3805 1.5040 0.5185 0.0444 -1.0835 -0.4079 -0.60
C -1.4942 2.2312 0.9149 -0.4012 1.5798 1.0747 1.19
C 0.2653 3.6160 1.0529 0.5191 -0.5663 -0.4183 0.40
C -0.3491 0.0529 0.1256 1.4332 2.4412 0.2434 -0.48
C 0.6891 -0.6891 -0.3877 -1.5915 -0.7501 0.0204 1.04
C -0.3630 -3.0902 -0.4989 1.2914 1.3943 -0.5457 0.45
C 0.5588 -2.1006 -0.8512 0.4416 -0.7328 0.7329 -0.27
N 0.6919 2.3883 0.5694 0.9840 0.5818 0.2466 -0.03
N 2.6048 -1.2384 -1.5500 -1.4267 -0.8212 0.5543 -0.35
N 1.7102 -2.3640 -1.6076 -0.1370 0.2313 -0.4790 -0.17
C -2.9127 1.7678 1.0560 0.5370 -0.3294 0.1818 -1.31
C 1.1641 4.7509 1.3118 0.2656 0.9844 -1.4440 -1.28
H -0.1764 -5.9859 -2.4814 0.1372 -0.4111 0.1685 0.31
H 0.5835 -4.3302 -2.8670 -0.1548 -0.3449 0.3862 0.36
H -1.7252 4.4003 1.6513 0.4165 -0.2802 -0.1002 0.35
H -1.3056 -0.4042 0.2698 -0.3482 -0.2880 -0.1406 0.15
H 1.6782 2.1304 0.3267 -1.3106 0.1627 0.2447 0.24
H 3.6201 -1.2664 -1.6195 -0.5470 -0.5977 -0.1031 0.30
H 2.0996 -3.2980 -1.6592 0.0533 0.1432 0.2212 0.30
H -3.3592 2.2050 1.9440 -0.0462 -0.0030 0.1381 0.37
H -3.5202 2.0632 0.2164 -0.2264 0.0929 -0.4213 0.27
H -2.9592 0.6832 1.1514 -0.1664 -0.0237 -0.0051 0.32
H 1.7127 5.0761 0.3857 -0.4127 -0.3059 0.8156 0.30
H 1.8755 4.4652 2.0436 0.9132 -0.0560 0.7730 0.32
H 0.5928 5.6174 1.6781 0.2022 -0.3903 -0.1128 0.33

=====

2.
27
Properties=species:S:1:pos:R:3:forces:R:3:mulliken_charge:R:1 method="wB97M-V/def2-TZVPD" spin_multiplicity=1 mol_weight_da=200.221 lumo_energy_ev=-0.308 e_homo_ev=-7.48 de_lowest_kcal_mol=87.7 charge=0
C -2.1724 -2.2919 -1.0894 2.2902 2.8871 0.6985 -0.81
C 1.1154 3.4491 -0.3609 -1.7572 0.1592 -1.4965 -0.21
C -2.0613 -0.9856 -0.6430 0.2300 -2.6588 0.4009 -0.75
C -1.0115 -3.1174 -0.8879 -0.1881 0.8030 1.2231 -0.34
C 1.5290 3.0860 0.8847 2.3599 0.0503 1.1968 -0.61
C 1.0497 2.5523 -1.4444 1.3273 0.1159 2.6759 -0.72
C -1.1124 -0.5245 0.4262 -1.3200 -0.1791 -1.9425 0.39
C -0.0367 -2.7024 -0.0697 0.0764 -1.2851 0.7108 -0.74
C 2.0258 1.7634 1.0863 -1.3056 0.0726 -0.6747 -0.09
C 1.6076 1.3086 -1.2089 -0.5724 -2.0554 -2.7379 -0.10
C -0.0428 -1.5090 0.7635 0.7898 -0.0757 -0.7646 0.28
C 2.0152 0.8212 0.0294 -0.1548 1.8436 0.5438 0.28
C -1.2827 -1.1236 1.7515 1.2925 -2.6399 0.5860 -0.90
P 2.3572 -0.9324 0.2800 -2.9970 -0.1897 -0.0894 0.02
H -2.7755 -2.5962 -1.8928 -1.3824 0.0470 -0.6564 0.38
H 0.6096 4.4011 -0.5174 0.5194 0.1517 0.1657 0.33
H -2.7427 -0.2972 -0.9949 -1.3857 1.5751 -0.7292 0.46
H -0.9323 -4.0108 -1.4346 0.2305 -1.1223 -0.4920 0.44
H 1.7430 3.9507 1.5867 -0.7463 -1.5662 -0.3153 0.30
H 0.6257 2.9171 -2.3321 -0.2928 -0.0939 -1.2877 0.46
H -0.8654 0.5243 0.4249 0.0192 0.3830 -0.1185 0.43
H 0.7999 -3.3679 0.0798 0.2879 -0.0137 -0.1996 0.38
H 2.1911 1.3383 2.0575 0.4780 0.4308 0.5451 0.31
H 1.6330 0.5486 -2.0626 -0.1072 1.1388 1.0623 0.22
H -2.0821 -1.9088 2.1115 1.8251 1.6160 -1.2182 0.24
H -0.7842 -0.5708 2.4954 -0.1917 0.7585 1.2365 0.39
H 2.5349 -0.6728 1.5905 0.6750 -0.1526 1.6771 -0.01

=====

3.
27
Properties=species:S:1:pos:R:3:forces:R:3:mulliken_charge:R:1 method="wB97M-V/def2-TZVPD" spin_multiplicity=1 mol_weight_da=170.255 lumo_energy_ev=0.484 e_homo_ev=-8.17 de_lowest_kcal_mol=107.0 charge=0
C -1.8994 1.3563 1.1764 -3.1599 1.9102 1.1349 0.57
C -0.9735 0.8254 0.6984 2.1332 -2.3929 -0.8644 -1.98
C -0.9682 -0.0536 -2.6732 -1.5593 0.3741 1.6093 -0.48
C 0.0505 0.7517 -2.4043 0.8498 0.2706 0.3264 -0.54
C -1.9206 -0.7570 -1.7800 0.8915 -2.1142 0.2225 -0.50
C -1.5360 -1.5086 -0.6958 -2.0932 -0.0458 -0.3680 -0.71
C 0.6195 1.1509 -1.1623 -0.2585 -3.1554 3.6635 0.57
C 1.4431 2.1187 -0.8090 0.9587 0.7138 0.1175 -0.91
C 0.3299 -1.7337 1.1916 -1.0151 2.8868 -0.7147 -1.33
C -0.1630 -1.3931 -0.1890 1.2795 -1.2097 -2.4064 0.42
C 1.0973 -0.4040 1.2252 0.0251 -0.5628 0.9861 -0.44
C 0.1072 0.0201 0.1849 1.8510 5.3741 -3.1053 1.41
C 1.3997 0.1778 2.5841 -1.3571 -0.7756 1.2218 -1.40
H -2.8138 1.8410 1.4334 0.2378 0.0338 0.1974 0.50
H -1.2620 0.2047 -3.6494 -0.7807 -1.0072 -1.5152 0.37
H 0.5585 1.0630 -3.2856 0.3855 0.8831 -0.5807 0.43
H -2.8966 -0.9816 -2.2149 0.0575 0.4554 0.3014 0.37
H -2.2983 -2.0856 -0.0609 1.0671 0.8196 -1.2787 0.27
H 2.0129 2.1443 0.1525 -1.0111 -0.0509 -0.7242 0.18
H 1.6607 2.9492 -1.4891 0.0982 -0.3518 0.0526 0.34
H -0.4538 -1.5310 1.8310 -1.7958 -0.7275 1.9449 0.43
H 0.9166 -2.5257 1.2991 1.8771 -3.7735 0.9172 0.55
H 0.6349 -1.8429 -0.9638 -1.6498 1.3915 1.2786 0.33
H 1.9751 -0.6413 0.7351 2.2230 -0.0397 -1.2060 0.61
H 0.3923 0.3382 3.1189 1.6275 -0.1125 -0.4776 0.26
H 1.9647 1.0986 2.5864 0.0135 0.3416 -0.1553 0.34
H 2.0223 -0.5819 3.1602 -0.8954 0.8650 -0.5779 0.35

=====

4.
64
Properties=species:S:1:pos:R:3:forces:R:3:mulliken_charge:R:1 method="wB97M-V/def2-TZVPD" spin_multiplicity=1 mol_weight_da=2880.074 lumo_energy_ev=0.725 e_homo_ev=-5.52 charge=-1
C -3.2173 4.9962 -1.2738 5.2628 4.7877 1.2405 0.14
C -2.4516 6.0361 -0.8635 -4.4992 -6.6210 -2.0927 -0.73
Al -0.9656 7.2933 -0.1093 0.2750 -0.2234 -0.5895 0.18
O -1.2142 7.6141 1.7293 -1.2030 -0.3812 0.4112 -0.27
N -1.3501 6.4584 2.4057 2.3064 -0.0104 -1.8665 0.20
O -0.6546 5.6026 1.8714 -1.5444 0.2952 1.3998 -0.30
H -3.5819 3.9553 -1.6816 1.9466 3.2358 0.6110 0.34
H 0.4710 6.6236 -0.3770 -0.1153 0.0207 -0.1599 -0.23
H -1.0246 8.7082 -0.8801 -0.2483 0.0167 0.2900 -0.25
C -2.2762 2.1269 3.8414 -0.3038 0.1769 -0.0344 -0.36
Br -1.8050 0.3124 3.3375 -0.1682 0.1884 0.2910 -0.03
Br -0.8795 2.9708 4.8942 -0.2513 -0.1943 -0.2711 -0.05
Br -2.7662 3.1954 2.2974 0.1876 -0.2320 0.3389 0.02
H -3.1601 2.0616 4.4776 0.3492 -0.0104 -0.1861 0.36
C 0.9498 -0.4422 -0.3022 -0.0431 0.3590 -0.1535 -0.45
Br 2.3380 -1.0325 0.9220 -0.2587 0.0298 -0.1930 0.00
Br -0.2712 -1.8776 -0.7618 0.2804 0.2583 0.1190 0.11
Br -0.0132 1.1006 0.3735 0.3600 -0.3173 -0.3261 0.04
H 1.4477 -0.1343 -1.2230 -0.1437 -0.1484 0.3167 0.36
C 1.0855 -5.5120 -2.1640 0.0257 0.0524 -0.0199 0.51
Br 1.5069 -7.3407 -2.6662 -0.1026 0.3593 -0.0354 -0.08
Br 2.5093 -4.7013 -1.1218 -0.3425 -0.0504 -0.2569 0.16
Br 0.6144 -4.4302 -3.7054 0.1346 -0.2336 0.3323 0.00
H 0.2041 -5.5526 -1.5213 0.4331 0.0061 -0.4120 -0.51
C 6.3593 -4.1921 0.1986 -0.1866 0.0083 -0.1088 0.32
Br 7.2635 -5.8182 0.7571 -0.1171 0.3405 -0.1011 0.00
Br 6.1481 -2.9407 1.6692 0.1534 -0.2615 -0.2981 0.03
Br 7.2303 -3.3699 -1.3293 -0.1560 -0.1845 0.3996 -0.02
H 5.3564 -4.4793 -0.1225 0.3181 0.0341 0.1248 -0.36
C 3.5526 -7.7127 2.1400 -0.1210 -0.0490 0.0014 -0.36
Br 3.5376 -8.0353 0.2256 0.0832 0.0417 0.5416 -0.01
Br 4.8580 -8.8255 3.0506 -0.2107 0.2586 -0.1905 -0.03
Br 3.7947 -5.8308 2.5510 -0.0246 -0.3712 -0.1130 0.00
H 2.5703 -7.9981 2.5196 0.3443 0.0943 -0.1314 0.38
C 1.4766 -2.2466 -7.5138 -0.0456 -0.1540 0.0039 -0.30
Br 0.0325 -1.4415 -6.4959 0.3478 -0.1588 -0.1883 -0.02
Br 1.7419 -1.3559 -9.2188 -0.0462 -0.1477 0.3765 -0.06
Br 3.1201 -2.3403 -6.4843 -0.3637 0.0638 -0.2115 0.01
H 1.1787 -3.2730 -7.7332 0.1101 0.3580 0.0710 0.34
C 10.1827 -3.8760 2.3749 -0.1433 0.0334 -0.0406 0.37
Br 11.0867 -5.5014 2.9333 -0.1739 0.3570 -0.1191 -0.02
Br 9.9718 -2.6253 3.8450 0.0908 -0.2755 -0.3231 -0.02
Br 11.0538 -3.0539 0.8469 -0.1674 -0.1846 0.3604 -0.01
H 9.1799 -4.1630 2.0540 0.3223 0.0785 0.1093 -0.34
C -5.9807 1.9950 0.1264 -0.3440 0.1612 0.0072 -0.43
Br -5.4194 3.5604 -0.8809 -1.6563 -1.4043 1.1720 0.05
Br -7.6469 1.2587 -0.5520 0.3778 0.0664 0.2068 -0.02
Br -4.5823 0.6509 0.2147 -0.2126 0.2390 -0.1398 0.09
H -6.1711 2.3244 1.1492 0.1014 -0.1421 -0.3115 0.39
C -11.7438 2.4119 -1.3254 -0.0663 -0.0211 0.1811 -0.30
Br -10.7672 3.5895 -0.1302 -0.2255 -0.2432 -0.3287 -0.02
Br -12.5968 3.3930 -2.7679 0.2184 -0.2018 0.2749 -0.03
Br -10.6257 0.9721 -1.9949 -0.4406 0.2753 -0.0139 -0.06
H -12.5399 1.9510 -0.7389 0.2799 0.1554 -0.2213 0.36
C -3.3639 -4.7695 0.1865 -0.2312 0.1762 -0.1537 -0.42
Br -3.6365 -2.8532 0.3664 0.0095 -0.6036 0.0251 0.04
Br -1.4760 -5.2332 0.1529 -0.5360 0.0737 0.3460 -0.03
Br -4.3264 -5.7667 1.5464 0.2713 0.2132 -0.2603 -0.03
H -3.7811 -5.0617 -0.7784 0.1729 0.0791 0.3322 0.38
C 1.8056 10.4718 2.3983 -0.1938 -0.2002 -0.1010 -0.27
Br 2.7671 11.6776 3.5800 -0.1128 -0.1579 -0.1897 -0.07
Br 0.9229 11.4255 0.9563 0.2650 -0.2290 0.3450 -0.01
Br 2.9480 9.0517 1.7309 -0.2754 0.3787 0.1383 -0.01
H 1.0231 9.9983 2.9935 0.2467 0.1398 -0.2250 0.32

=====

5.
45
Properties=species:S:1:pos:R:3:forces:R:3:mulliken_charge:R:1 method="wB97M-V/def2-TZVPD" spin_multiplicity=1 mol_weight_da=770.641 lumo_energy_ev=4.474 e_homo_ev=-2.86 charge=-2
Pb 2.0169 0.4442 0.1745 -0.1337 0.2110 -0.1688 1.58
O -1.1550 0.3970 0.3070 -0.2145 -0.7649 1.6800 -0.03
C -1.5492 0.3326 1.6641 0.0537 -0.1809 -0.4923 -1.11
C -0.4290 0.4489 2.6872 0.0369 0.0962 -0.0444 -0.85
N 0.7629 -0.3491 2.4034 0.0381 -0.0521 0.2198 0.63
C 1.7575 -0.1276 3.4661 -0.0361 -0.1752 0.0139 -0.61
C 2.2652 1.3262 3.4978 -0.2154 0.4437 -0.0932 0.50
O 2.4189 1.8478 4.6158 0.0878 -0.2119 -0.5655 -0.78
O 2.4468 1.8259 2.3431 0.0889 0.0516 0.5209 -0.64
C 0.4493 -1.7547 2.2266 0.1241 -0.0383 -0.0554 -0.46
C 1.6591 -2.6168 1.8823 0.0366 -0.4524 -0.0668 0.26
O 1.7706 -3.7543 2.3000 0.0430 0.4651 -0.1715 -0.68
O 2.5072 -2.0341 1.0488 -0.0234 -0.0450 0.1887 -0.29
H -0.8175 1.2672 0.0570 -0.1147 0.3013 -0.1377 0.27
H -2.0447 -0.6331 1.7755 -0.0902 -0.0497 -0.0022 0.46
H -2.2906 1.0998 1.9087 -0.0966 0.0869 0.0363 0.41
H -0.8578 0.1571 3.6609 0.0345 0.0313 0.0779 0.31
H -0.1061 1.4880 2.7737 0.0487 -0.0035 -0.0322 0.42
H 2.6299 -0.7563 3.2713 -0.0378 -0.0775 0.0074 0.31
H 1.3557 -0.3861 4.4521 -0.0763 -0.0698 0.0189 0.23
H -0.2418 -1.8526 1.3853 -0.0112 -0.0165 -0.0356 0.25
H -0.0108 -2.2016 3.1150 -0.0298 -0.0384 0.0841 0.29
O -1.4639 -2.2062 -1.9926 0.3531 -0.1036 0.1881 -0.73
As -0.3444 -0.9228 -2.6143 0.1873 -0.5541 0.2010 0.86
O 0.2243 -1.4171 -4.0655 -0.1770 0.2359 0.2020 -0.83
O 0.6909 -0.7646 -1.3062 0.1149 -0.0791 -0.4646 -0.20
C -1.7511 0.3967 -2.7665 0.1592 0.4305 0.0799 -0.07
C -2.8104 -0.0079 -3.5810 0.1270 0.1423 0.1931 -0.61
C -3.9442 0.7758 -3.7247 -0.0044 0.0486 0.0710 -0.59
C -4.0271 1.9854 -3.0439 0.0362 0.0062 -0.0145 -0.42
C -2.9726 2.4121 -2.2528 -0.0180 -0.0366 -0.0821 -0.53
C -1.8207 1.6354 -2.1135 0.1037 0.2678 -0.0869 0.69
S 0.6376 2.8619 -2.1445 0.2820 -0.7842 0.2085 0.39
O 0.8356 1.9346 -3.2490 -0.1450 0.3068 -0.1167 -0.49
O -0.8177 2.1569 -1.3264 -0.4569 0.1060 -0.9601 -0.68
O 1.5413 2.5488 -1.0037 -0.0578 0.7232 -0.2231 -0.53
H -0.9337 -2.6828 -1.3332 -0.2103 0.1587 -0.2177 0.31
H -2.7292 -0.9607 -4.0888 -0.0254 -0.0031 -0.0245 0.42
H -4.7634 0.4423 -4.3502 0.0092 -0.0033 -0.0142 0.36
H -4.9110 2.6068 -3.1406 0.0090 -0.0142 0.0068 0.35
H -3.0105 3.3610 -1.7298 0.0063 -0.0334 -0.0155 0.39
S 6.1589 -3.0619 -0.5912 0.1631 0.1487 -0.1451 -0.44
C 4.9289 -1.9081 -0.3463 0.1866 -0.0886 -0.0329 0.28
S 4.7430 -0.3412 -0.8224 0.2288 -0.2757 0.0056 -0.34
S 4.0020 -3.0126 0.5707 -0.3842 -0.1100 0.2599 -0.03

=====

6.
39
Properties=species:S:1:pos:R:3:forces:R:3:mulliken_charge:R:1 method="wB97M-V/def2-TZVPD" spin_multiplicity=2 mol_weight_da=493.009 lumo_energy_ev="-6.033 / -10.330" e_homo_ev="-15.16 / -15.16" de_lowest_kcal_mol=0.0 charge=+2
Ca 1.3682 2.0637 -1.3484 1.3064 2.0149 -1.2838 1.85
C 2.1170 -1.9703 -3.2396 0.0839 -0.0303 -0.1122 -1.00
C 2.3218 -0.5970 -3.2047 0.0385 0.2445 0.0035 -0.24
N 1.6563 -0.0293 -2.1971 0.0135 -0.7415 -0.1788 -0.98
N 1.0013 -1.0461 -1.5563 -0.1309 -0.4237 0.0766 0.80
C 1.2785 -2.2181 -2.1841 -0.1475 0.0727 0.1968 0.03
B 0.1338 -0.6884 -0.3254 0.3690 0.2895 -0.4226 -0.22
N -1.0088 0.2934 -0.7687 -0.2244 -0.2346 0.2783 1.13
C -2.3538 0.1203 -0.7526 0.1324 -0.1253 -0.0284 -0.13
C -2.9623 1.2476 -1.2490 -0.0469 0.0286 -0.0055 -0.94
C -1.9054 2.0949 -1.5596 0.1724 -0.0257 -0.0692 -0.39
N -0.7321 1.5208 -1.2797 -1.5452 -0.3989 0.1751 -1.04
N 1.0497 -0.0536 0.7818 -0.2396 -0.2403 0.2859 1.12
C 1.3405 -0.5015 2.0292 -0.0387 -0.0874 -0.1777 -0.14
C 2.2009 0.3789 2.6388 0.0212 0.0087 0.0512 -0.94
C 2.4043 1.3694 1.6857 0.0213 0.0082 -0.1998 -0.39
N 1.7217 1.1074 0.5679 0.1226 -0.6866 1.4446 -1.03
N -0.5846 -1.9085 0.3519 -0.1425 0.0492 0.1380 0.34
C -1.3494 -1.8126 1.3990 -0.0749 -0.1980 0.1126 0.14
C -1.8336 -3.1535 1.7202 -0.2274 0.2035 0.2002 -0.93
C -1.2567 -3.9690 0.7434 0.3535 0.4047 -0.4097 -0.28
N -0.5266 -3.2424 -0.0863 -0.1195 -0.4424 0.1656 -0.84
H 2.5222 -2.6844 -3.9370 -0.0275 0.0490 0.0499 0.45
H 2.9253 0.0037 -3.8695 -0.0281 0.0079 0.0363 0.44
H 0.8637 -3.1508 -1.8496 0.0162 0.0772 0.0063 0.52
H -2.8182 -0.7979 -0.4311 0.0590 0.0334 -0.0375 0.48
H -4.0174 1.4225 -1.3788 0.0701 -0.0095 0.0090 0.47
H -1.9411 3.0859 -1.9852 0.0219 0.0110 0.0177 0.49
H 0.9627 -1.4341 2.4153 0.0203 0.0264 -0.0598 0.49
H 2.6287 0.3044 3.6249 -0.0301 0.0074 -0.0673 0.48
H 3.0247 2.2498 1.7533 -0.0215 0.0177 -0.0134 0.49
H -1.5457 -0.8681 1.8915 -0.0191 -0.1193 0.0021 0.64
H -2.5188 -3.4313 2.5110 0.1156 0.0983 -0.0322 0.51
H -1.3560 -5.0356 0.6070 0.0336 0.0590 -0.0429 0.49
Br -1.1785 2.5869 2.1419 0.0503 0.0220 -0.0597 -0.06
C -0.6249 4.3885 1.8054 -0.0243 -0.1381 -0.0009 -0.51
Br 0.5702 4.6150 0.2838 0.0869 0.1049 -0.0911 -0.11
H -0.0810 4.7526 2.6636 0.0558 0.0211 0.0718 0.41
H -1.4964 4.9866 1.5872 -0.0761 0.0419 -0.0291 0.41